# 1
C6H18BeNO9 | ωB97M-V with the def2-TZVPD basis set

Output
**Net charge**: +1
**Energy above the lowest of the compared OMol25 structures with the same formula, charge and spin**: 0.000 eV

Each line ends with the Löwdin charge.
Cartesian coordinates (Å):
O (0.288, 2.231, 0.937)  -0.002
O (1.713, -0.130, 0.000)  0.054
O (2.803, -0.084, 1.869)  -0.059
O (-2.721, -0.883, 0.409)  -0.046
O (3.659, -1.029, 0.123)  -0.014
O (0.907, 1.387, 3.667)  0.027
O (-0.160, -0.331, -2.054)  -0.079
O (-2.923, -3.670, -0.084)  -0.029
O (-0.410, 2.395, -3.414)  -0.051
N (2.699, -0.419, 0.652)  -0.515
C (-1.629, -1.754, 0.653)  -0.243
C (0.740, 1.703, -2.950)  -0.245
C (-0.689, 2.049, 1.933)  -0.158
C (-1.697, -3.000, -0.231)  -0.248
C (-0.210, 0.967, 2.965)  -0.202
C (0.553, 0.203, -3.168)  -0.191
Be (5.219, -0.926, 2.152)  1.137
H (-0.692, -1.221, 0.441)  0.084
H (1.675, 1.062, 3.175)  0.065
H (0.492, 1.348, 0.595)  0.046
H (-0.873, -3.677, -0.002)  0.125
H (-1.691, -2.078, 1.692)  0.127
H (-1.664, 1.744, 1.537)  0.136
H (1.521, -0.300, -3.183)  0.121
H (-0.268, 3.324, -3.207)  0.090
H (0.409, -0.481, -1.294)  0.018
H (-3.594, -3.097, -0.472)  0.095
H (-1.569, -2.726, -1.287)  0.120
H (1.620, 2.057, -3.504)  0.122
H (-2.593, -0.511, -0.476)  0.098
H (0.005, 0.030, 2.442)  0.108
H (-1.093, 0.838, 3.597)  0.143
H (-0.040, 0.070, -4.068)  0.130
H (-0.690, 3.012, 2.440)  0.135
H (0.906, 1.898, -1.885)  0.101



# 2
C6H18Cl2N9O3RbS | ωB97M-V with the def2-TZVPD basis set

Output
**Net charge**: 0
**Energy above the lowest of the compared OMol25 structures with the same formula, charge and spin**: 0.774 eV

Each line ends with the Löwdin charge.
Cartesian coordinates (Å):
Rb (0.549, 0.066, -0.591)  0.820
Cl (1.098, -3.136, -0.654)  0.549
Cl (2.740, -1.510, -2.489)  0.491
S (-3.042, -0.923, -2.208)  0.487
O (-2.208, -2.008, 2.504)  -0.071
O (2.787, 0.501, 1.158)  -0.187
O (-0.526, -0.977, 1.433)  -0.274
N (-0.255, 1.804, -2.817)  -0.056
N (-3.799, -0.821, 0.342)  0.099
N (-0.349, 3.740, -3.881)  0.123
N (-2.591, -2.652, -0.229)  0.100
N (-1.146, 1.320, 2.765)  0.008
N (0.844, 3.474, -3.403)  -0.299
N (0.942, 2.349, -2.758)  0.028
N (-1.603, 0.053, 3.166)  -0.036
N (1.905, 4.365, -3.497)  0.131
C (2.366, -1.172, 2.895)  -0.077
C (1.986, -3.093, -2.180)  -0.969
C (2.247, 0.275, 2.475)  -0.315
C (-1.422, -1.048, 2.301)  -0.769
C (-3.136, -1.489, -0.618)  -1.011
C (-1.025, 2.666, -3.488)  -0.195
H (-1.897, 1.873, 2.367)  0.077
H (-0.775, 1.811, 3.567)  0.076
H (1.822, -1.811, 2.201)  0.053
H (3.676, 0.134, 1.141)  0.081
H (-2.069, 2.500, -3.690)  0.111
H (2.781, -3.827, -2.136)  0.030
H (-4.186, 0.072, 0.103)  0.085
H (1.577, 5.126, -4.082)  0.097
H (-1.989, -3.092, -0.901)  0.061
H (1.295, -3.290, -2.990)  0.036
H (1.198, 0.563, 2.417)  0.066
H (-2.484, 0.014, 3.657)  0.120
H (2.668, 3.893, -3.971)  0.099
H (1.932, -1.314, 3.886)  0.085
H (-2.395, -2.773, 0.768)  0.074
H (2.753, 0.934, 3.188)  0.113
H (-3.684, -1.109, 1.308)  0.084
H (3.413, -1.487, 2.939)  0.076



HOMO-LUMO gap for every record listed, in sequence, given in eV: 2.1; 7.6.
Maximum force for every record listed, in sequence, given in eV/Å: 3.10; 0.51.
LUMO for every record listed, in sequence, given in eV: -10.1; 0.0.